Record 1
C48H92O12 | ωB97M-V/def2-TZVPD

Values from the calculation:
**Lowest unoccupied orbital energy**: 0.013 hartree
**E**: -75838.4789 eV
**2S+1**: 1

Structure (XYZ):
```
152
C48H92O12 (ωB97M-V/def2-TZVPD)
O -10.6298 -14.2292 -23.5621
C -11.7448 -14.4596 -23.1999
C -12.3231 -14.5141 -21.7598
C -13.6695 -15.2225 -21.9539
C -13.9894 -14.8131 -23.4040
O -12.6922 -14.7559 -24.0988
H -11.6071 -15.0151 -21.1090
H -12.4506 -13.4643 -21.4170
H -13.6029 -16.3166 -21.8896
H -14.4343 -14.8034 -21.3135
H -14.5992 -15.5137 -23.9527
H -14.4214 -13.8097 -23.5096
O -8.0373 -5.5316 -18.3687
C -7.3604 -6.4615 -17.8698
C -5.8931 -6.6989 -18.0486
C -5.5865 -7.9157 -17.1255
C -6.9852 -8.3409 -16.6377
O -7.9145 -7.3829 -17.0932
H -5.8191 -7.0002 -19.0672
H -5.3699 -5.7958 -17.7309
H -4.9776 -8.7587 -17.5075
H -5.1441 -7.5489 -16.2184
H -7.2720 -9.3181 -17.0001
H -7.0857 -8.4920 -15.5442
O -0.3983 -7.7296 -22.6068
C -1.2488 -8.2485 -21.9309
C -1.7012 -7.8437 -20.5985
C -2.2517 -9.1782 -20.0761
C -2.8279 -9.8366 -21.3282
O -1.8171 -9.4369 -22.2644
H -0.9026 -7.4023 -20.0058
H -2.4931 -7.1152 -20.7597
H -1.4131 -9.7703 -19.6272
H -2.9752 -9.0574 -19.2185
H -2.8880 -10.9129 -21.3071
H -3.7658 -9.4331 -21.6850
O -6.0975 -10.2957 -20.5510
C -6.9943 -10.9538 -21.0402
C -7.2379 -11.3877 -22.4595
C -8.3637 -12.4475 -22.3945
C -8.9675 -12.1880 -20.9948
O -7.9400 -11.4502 -20.2151
H -7.5073 -10.5023 -23.0887
H -6.3267 -11.8955 -22.9124
H -9.0256 -12.2551 -23.2340
H -7.9654 -13.4194 -22.4138
H -9.7785 -11.5089 -21.0487
H -9.2802 -13.1201 -20.5043
O -5.9882 -14.6444 -21.9789
C -6.0328 -14.6712 -20.7349
C -4.9574 -14.2821 -19.8430
C -5.2902 -14.9541 -18.5239
C -6.7924 -15.0396 -18.5987
O -7.1650 -14.9006 -20.0086
H -3.9955 -14.3642 -20.2486
H -5.1902 -13.1863 -19.8148
H -4.8100 -15.9471 -18.5427
H -4.9569 -14.4952 -17.6235
H -7.2168 -15.9571 -18.2021
H -7.2887 -14.1812 -18.0816
O -7.0861 -17.8978 -19.8429
C -7.0909 -17.6237 -21.0072
C -8.2117 -16.9715 -21.8744
C -7.6009 -16.9166 -23.2673
C -6.2291 -17.5717 -23.1933
O -6.0832 -18.0178 -21.8268
H -9.0939 -17.6798 -21.8051
H -8.5635 -16.0203 -21.5327
H -8.1986 -17.5097 -23.9156
H -7.6646 -15.9001 -23.6538
H -6.0671 -18.4454 -23.8035
H -5.3852 -16.8996 -23.3284
C -7.3435 -6.4247 -21.6641
C -6.1335 -6.8292 -22.5038
C -5.0303 -5.8098 -22.6660
C -4.0417 -6.2090 -23.7807
C -2.7159 -5.5498 -23.6781
C -1.8224 -5.9516 -24.7935
H -7.7310 -5.4650 -21.9845
H -7.0163 -6.3202 -20.5885
H -8.0882 -7.1853 -21.6951
H -5.7191 -7.7348 -22.1299
H -6.4827 -7.0950 -23.5403
H -4.4747 -5.7662 -21.7050
H -5.4282 -4.8173 -22.8265
H -3.8256 -7.2988 -23.7171
H -4.4518 -5.9504 -24.7089
H -2.8750 -4.4318 -23.6776
H -2.3688 -5.7437 -22.6811
H -1.6840 -6.9949 -24.8813
H -2.2123 -5.6215 -25.7662
H -0.7875 -5.4973 -24.6444
C -9.6447 -11.2251 -15.2111
C -9.3572 -11.7156 -16.6545
C -10.4492 -12.5142 -17.3245
C -11.8128 -11.8214 -17.2471
C -12.9096 -12.5897 -18.0277
C -14.2636 -11.8405 -18.2312
H -9.7926 -12.0574 -14.5436
H -10.5344 -10.5804 -15.1868
H -8.8022 -10.6535 -14.8139
H -9.2151 -10.7814 -17.2347
H -8.3737 -12.1783 -16.6099
H -10.5794 -13.4577 -16.7611
H -10.2631 -12.7520 -18.3640
H -12.1015 -11.8056 -16.1937
H -11.8173 -10.8517 -17.6770
H -12.5362 -12.9223 -18.9822
H -13.1125 -13.5198 -17.5414
H -14.2401 -11.0577 -19.0459
H -15.0638 -12.4690 -18.5581
H -14.5192 -11.3012 -17.2548
C -2.3873 -14.3396 -22.9592
C -2.5994 -13.6031 -24.2566
C -2.9425 -12.1670 -24.0303
C -3.3940 -11.3694 -25.2400
C -3.5207 -9.8528 -24.9260
C -4.3276 -9.1173 -25.9715
H -2.0425 -15.3746 -23.1748
H -3.3306 -14.3805 -22.4324
H -1.5944 -13.8740 -22.2977
H -1.6368 -13.6913 -24.7377
H -3.3495 -14.0828 -24.8137
H -2.0909 -11.6920 -23.5921
H -3.7386 -12.1809 -23.3007
H -2.7929 -11.5015 -26.1636
H -4.3746 -11.6721 -25.5800
H -3.9843 -9.6658 -23.9714
H -2.4784 -9.4989 -24.9331
H -5.4082 -9.3925 -26.0087
H -4.3549 -8.0358 -25.8273
H -3.8388 -9.1166 -26.9399
C -11.7068 -9.3114 -22.7146
C -12.1978 -10.5603 -23.5189
C -12.1092 -10.3497 -25.0123
C -12.3955 -11.6821 -25.6982
C -12.4671 -11.7653 -27.2290
C -11.0987 -11.5650 -27.8889
H -10.7439 -9.1142 -23.0997
H -11.6781 -9.5178 -21.6172
H -12.3457 -8.4701 -22.9765
H -11.6140 -11.4665 -23.3630
H -13.2504 -10.7506 -23.2461
H -11.1347 -10.0721 -25.3257
H -12.8559 -9.5920 -25.3383
H -11.6396 -12.4019 -25.2952
H -13.3515 -12.0341 -25.3274
H -12.8420 -12.7579 -27.3206
H -13.2294 -11.0878 -27.6184
H -10.3293 -12.2190 -27.4372
H -11.2208 -11.5884 -28.9818
H -10.8217 -10.5043 -27.7833
```

Atomic partial charges in e from the Löwdin method, atoms 1 to 99: 0.10 -0.50 -0.07 -0.13 -0.12 0.02 0.12 0.12 0.12 0.11 0.12 0.12 0.06 -0.46 -0.05 -0.11 -0.17 0.05 0.09 0.14 0.11 0.10 0.10 0.13 0.12 -0.50 -0.08 -0.13 -0.15 -0.01 0.14 0.12 0.13 0.12 0.11 0.10 0.08 -0.49 -0.05 -0.13 -0.10 0.01 0.14 0.14 0.10 0.06 0.10 0.11 0.08 -0.45 -0.07 -0.12 -0.12 -0.01 0.10 0.16 0.13 0.11 0.12 0.13 0.11 -0.47 -0.06 -0.15 -0.13 0.01 0.14 0.09 0.10 0.11 0.12 0.11 -0.08 -0.28 -0.21 -0.24 -0.30 -0.12 0.08 0.06 0.05 0.07 0.12 0.11 0.11 0.11 0.10 0.13 0.08 0.04 0.08 0.10 -0.10 -0.27 -0.22 -0.22 -0.26 -0.11 0.07

=====

Record 2
C48H96Br3N6O6 | ωB97M-V/def2-TZVPD

Values from the calculation:
**Relative energy (zero: lowest compared OMol25 entry of this formula, charge and spin)**: 3.567 eV
**Lowest unoccupied orbital energy (spin up / spin down)**: -0.022 / -0.023 hartree
**E**: -282671.0398 eV
**2S+1**: 6

Structure (XYZ):
```
159
C48H96Br3N6O6 (ωB97M-V/def2-TZVPD)
C -0.0578 1.6978 1.3231
Br 0.3570 3.4266 0.3722
Br -0.7955 2.0792 3.1997
Br 1.2865 0.3347 1.2654
H -0.8575 1.1574 0.8167
C 3.7714 -6.3585 -0.8691
C 3.3404 -5.2856 -1.9208
C 1.8157 -5.5031 -1.8409
C 0.9451 -4.3468 -2.3921
C 1.3215 -3.0885 -1.7167
C 2.8241 -2.7124 -1.9410
N 3.6404 -3.9338 -1.4453
O 5.1202 -3.7730 -1.4323
C 3.0553 -2.2650 -3.4368
C 3.0677 -1.5375 -0.9113
C 3.7195 -5.7727 -3.3841
H 3.5654 -7.3629 -1.2389
H 3.3871 -6.1818 0.1355
H 4.8565 -6.3895 -0.7709
H 1.4537 -6.4724 -2.1835
H 1.6145 -5.5230 -0.7698
H -0.0888 -4.6793 -2.3002
H 1.1269 -4.2649 -3.4637
H 1.0825 -3.1608 -0.6557
H 0.7765 -2.2360 -2.1222
H 2.5693 -1.3171 -3.6678
H 4.1140 -2.0158 -3.3650
H 3.1886 -3.0882 -4.1388
H 2.9988 -1.8837 0.1199
H 4.0798 -1.1579 -1.0515
H 2.5858 -0.6072 -1.2121
H 4.6605 -5.4161 -3.8030
H 3.0507 -5.2294 -4.0516
H 3.5507 -6.8383 -3.5391
C 5.1398 -4.6295 2.3759
C 4.1452 -4.7214 3.5196
C 5.0458 -4.6434 4.7451
C 5.3934 -3.3087 5.1580
C 4.1952 -2.4233 5.3205
C 3.3819 -2.2789 4.0226
N 3.1166 -3.6065 3.4393
O 2.2482 -3.6123 2.2640
C 2.1056 -1.4402 4.3960
C 4.1678 -1.3192 3.1435
C 3.5164 -6.0979 3.4467
H 5.6408 -3.6615 2.3764
H 4.6586 -4.4242 1.4197
H 5.7327 -5.5316 2.2250
H 4.6905 -5.1159 5.6609
H 5.9563 -5.2264 4.6068
H 6.0422 -2.8912 4.3880
H 5.9203 -3.3290 6.1120
H 4.5583 -1.4765 5.7203
H 3.4448 -2.7272 6.0503
H 1.5828 -1.8804 5.2451
H 2.3297 -0.4033 4.6464
H 1.3760 -1.4275 3.5863
H 4.5518 -0.4347 3.6518
H 5.0780 -1.6448 2.6398
H 3.6631 -0.9719 2.2420
H 4.2028 -6.9386 3.3459
H 2.7733 -6.1486 2.6508
H 2.9055 -6.3321 4.3185
C -1.5412 -3.2837 3.9389
C -2.3057 -3.0700 2.6403
C -1.2206 -2.4365 1.7361
C -1.6666 -2.2519 0.3245
C -2.0624 -3.6015 -0.2599
C -3.0541 -4.4708 0.6368
N -2.7466 -4.3373 2.0684
O -3.5080 -5.1344 3.0378
C -4.4483 -4.0388 0.1567
C -2.8343 -5.9591 0.1506
C -3.4488 -2.0654 2.9023
H -1.0568 -2.3888 4.3296
H -0.8727 -4.1069 3.6868
H -2.2779 -3.5565 4.6945
H -0.7816 -1.4815 2.0248
H -0.3752 -3.1192 1.6508
H -0.8684 -1.7151 -0.1880
H -2.5493 -1.6126 0.3362
H -1.2505 -4.2121 -0.6551
H -2.6017 -3.3253 -1.1659
H -5.1487 -4.8496 0.3571
H -4.7579 -3.1010 0.6180
H -4.5352 -3.8008 -0.9034
H -1.7977 -6.2913 0.2081
H -3.5409 -6.6651 0.5870
H -3.0869 -5.8759 -0.9064
H -4.4547 -2.4767 2.8186
H -3.3208 -1.1886 2.2675
H -3.4556 -1.5228 3.8476
C -7.4683 1.1278 0.3288
C -6.2574 2.0817 0.1031
C -5.2910 1.5266 1.1116
C -3.8301 1.9879 0.8317
C -3.3281 1.6334 -0.5600
C -4.3213 2.1003 -1.6189
N -5.7691 1.8919 -1.3347
O -6.6061 2.4797 -2.3215
C -3.8700 3.6044 -1.9701
C -3.9036 1.3631 -2.9494
C -6.6750 3.5282 0.5136
H -7.4214 0.0845 0.0165
H -8.2775 1.5462 -0.2698
H -7.9657 1.0459 1.2953
H -5.5178 1.9261 2.1001
H -5.2874 0.4379 1.1637
H -3.2090 1.4394 1.5399
H -3.7967 3.0697 0.9610
H -3.0394 0.5870 -0.6591
H -2.4007 2.1862 -0.7094
H -4.1840 4.3262 -1.2161
H -2.8242 3.8335 -2.1753
H -4.3073 3.9449 -2.9087
H -4.0135 0.2855 -2.8281
H -4.5225 1.7471 -3.7604
H -2.8935 1.6107 -3.2755
H -7.3455 3.5378 1.3729
H -7.2785 3.9422 -0.2940
H -5.7936 4.0803 0.8397
C 3.3212 8.1255 -0.9894
C 1.8282 7.8093 -1.2751
C 1.0884 8.5292 -0.1602
C -0.4214 8.6462 -0.4360
C -0.7466 9.3998 -1.8023
C -0.0044 8.6164 -2.9474
N 1.4300 8.3092 -2.6914
O 2.1828 7.7077 -3.7270
C -0.8554 7.3430 -3.2169
C -0.1777 9.5493 -4.1719
C 1.6487 6.2663 -1.1698
H 3.4988 9.1947 -1.1051
H 4.0029 7.7002 -1.7259
H 3.6202 7.9117 0.0367
H 1.1161 7.9903 0.7868
H 1.4331 9.5464 0.0259
H -0.9463 9.2724 0.2854
H -0.8243 7.6334 -0.4252
H -0.3672 10.4180 -1.7165
H -1.8159 9.5069 -1.9849
H -1.1185 6.8379 -2.2876
H -1.8153 7.6385 -3.6403
H -0.4591 6.5795 -3.8863
H 0.0433 9.0228 -5.1003
H -1.2149 9.8338 -4.3493
H 0.4390 10.4468 -4.1239
H 2.1398 5.7468 -0.3470
H 1.8314 5.7019 -2.0843
H 0.5883 6.0414 -1.0558
O -0.6833 0.8639 -2.0327
C 0.0731 1.0078 -2.9469
N -0.0995 0.2010 -4.0387
C 1.2517 1.8723 -2.9202
H 0.4902 0.2846 -4.8545
H -0.9059 -0.4008 -3.9511
H 1.7021 1.7175 -1.9397
H 0.9698 2.9204 -3.0211
H 2.0347 1.5426 -3.6030
```

Atomic partial charges in e from the Löwdin method, atoms 1 to 99: -1.43 0.61 0.51 0.74 -0.07 -0.05 -0.48 -0.16 -0.19 -0.17 -0.40 0.01 -0.04 0.00 -0.07 -0.01 0.08 0.07 0.08 0.13 0.11 0.10 0.10 0.11 0.11 0.07 0.07 0.07 0.05 0.08 0.04 0.08 0.05 0.08 -0.04 -0.47 -0.19 -0.22 -0.14 -0.47 0.02 -0.06 -0.04 -0.06 -0.04 0.07 0.06 0.10 0.13 0.13 0.11 0.13 0.13 0.12 0.08 0.09 0.02 0.10 0.07 0.03 0.09 0.07 0.08 -0.04 -0.50 -0.17 -0.19 -0.12 -0.44 -0.03 -0.03 -0.03 -0.02 -0.01 0.08 0.09 0.08 0.07 0.11 0.09 0.10 0.08 0.11 0.09 0.07 0.08 0.08 0.08 0.08 0.08 0.06 0.08 -0.06 -0.46 -0.15 -0.17 -0.17 -0.43 -0.01

=====

Record 3
C48H96O12 | ωB97M-V/def2-TZVPD

Values from the calculation:
**Relative energy (zero: lowest compared OMol25 entry of this formula, charge and spin)**: 4.833 eV
**Lowest unoccupied orbital energy**: 0.008 hartree
**E**: -75893.5730 eV
**2S+1**: 1

Structure (XYZ):
```
156
C48H96O12 (ωB97M-V/def2-TZVPD)
C 2.6913 5.8296 2.5281
C 3.3266 5.8039 3.9527
C 2.1781 5.3118 4.7704
O 1.0471 5.8259 4.1187
C 1.3036 6.3571 2.8624
H 2.5947 4.8079 2.1609
H 3.2246 6.4286 1.7900
H 3.6865 6.7566 4.3413
H 4.1725 5.1166 3.9708
H 2.1825 5.7359 5.7744
H 2.1927 4.2223 4.8000
H 1.3673 7.4441 2.9130
H 0.5977 6.1240 2.0652
C -5.1935 -2.5706 2.2251
C -6.0698 -1.4402 1.8386
C -7.4119 -2.0453 2.1555
O -7.2917 -3.3123 1.6298
C -5.9762 -3.8005 1.8374
H -5.1196 -2.5509 3.3124
H -4.1942 -2.4788 1.7993
H -6.0171 -1.1371 0.7929
H -5.7631 -0.5406 2.3722
H -8.2985 -1.5281 1.7887
H -7.5609 -2.1223 3.2326
H -5.6565 -4.3427 0.9474
H -6.0143 -4.5249 2.6510
C -0.6866 0.3308 -0.5265
C 0.1390 -0.9346 -0.5109
C 1.5333 -0.5779 -0.0554
O 1.4889 0.8540 -0.0752
C 0.3809 1.3750 -0.7924
H -1.0412 0.5901 0.4711
H -1.5338 0.3141 -1.2121
H 0.2314 -1.2445 -1.5519
H -0.3415 -1.7534 0.0245
H 2.4548 -0.9291 -0.5199
H 1.6120 -0.9248 0.9749
H 0.5910 1.3415 -1.8614
H 0.1710 2.3934 -0.4654
C -6.1710 -4.6541 -4.8239
C -5.5534 -3.5173 -3.9693
C -4.0915 -3.9510 -3.7517
O -3.8895 -5.0683 -4.6504
C -5.1542 -5.7797 -4.8371
H -6.1372 -4.2933 -5.8519
H -7.1631 -4.9711 -4.5024
H -6.0441 -3.4297 -3.0000
H -5.6079 -2.5370 -4.4429
H -3.9405 -4.2698 -2.7203
H -3.4215 -3.1607 -4.0903
H -5.2869 -6.4440 -3.9832
H -5.1965 -6.4567 -5.6903
C -5.7038 5.0639 2.9825
C -4.7621 5.2544 1.7946
C -5.0801 3.9600 1.0033
O -6.5090 3.7904 1.2207
C -6.9973 4.4604 2.3808
H -5.9277 6.0158 3.4640
H -5.2860 4.3653 3.7075
H -3.7182 5.3856 2.0796
H -5.0608 6.1277 1.2147
H -4.4961 3.1479 1.4364
H -4.7526 4.0444 -0.0329
H -7.6208 3.8748 3.0564
H -7.5645 5.3618 2.1490
C 2.8755 -8.0312 -0.2243
C 1.4809 -8.5533 -0.5414
C 0.5937 -7.3284 -0.5780
O 1.2288 -6.3956 0.2539
C 2.6304 -6.5547 0.1368
H 3.6025 -8.0773 -1.0351
H 3.2295 -8.5419 0.6712
H 1.1596 -9.1530 0.3103
H 1.4414 -9.1726 -1.4375
H -0.3945 -7.5821 -0.1941
H 0.4858 -6.9868 -1.6074
H 3.1356 -6.1097 0.9941
H 2.8475 -5.8568 -0.6719
C 9.9874 -4.2932 0.6245
C 9.1092 -3.0431 0.3717
C 8.2394 -3.3617 -0.8356
O 8.0837 -4.7779 -0.6496
C 9.3628 -5.2414 -0.3521
H 9.9641 -4.7367 1.6199
H 11.0446 -4.1292 0.4159
H 9.7321 -2.1950 0.0873
H 8.4319 -2.8785 1.2097
H 8.6177 -3.1653 -1.8388
H 7.3524 -2.7315 -0.9013
H 9.9003 -5.2404 -1.3004
H 9.3767 -6.2954 -0.0748
C 6.4674 -1.3072 6.0870
C 5.1400 -0.5853 5.7870
C 5.0658 0.4744 6.9655
O 6.2606 0.3238 7.7232
C 7.2334 -0.3162 6.9633
H 7.0546 -1.4914 5.1874
H 6.3229 -2.2406 6.6310
H 4.2443 -1.2060 5.8120
H 5.0448 -0.0812 4.8253
H 4.2305 0.2665 7.6342
H 5.0857 1.4985 6.5925
H 7.9610 -0.7984 7.6162
H 7.7551 0.4381 6.3742
C 3.9508 -4.6432 -6.2207
C 4.5546 -3.3330 -5.9558
C 3.3890 -2.6858 -5.2301
O 2.9223 -3.7663 -4.4434
C 3.0522 -4.9857 -5.1011
H 4.7077 -5.4213 -6.3195
H 3.4409 -4.5931 -7.1828
H 4.9091 -2.8012 -6.8388
H 5.4044 -3.4109 -5.2777
H 2.7000 -2.2045 -5.9242
H 3.7386 -1.9321 -4.5246
H 2.1004 -5.3023 -5.5277
H 3.4147 -5.8077 -4.4839
C -1.0294 0.3234 4.8719
C -2.0446 1.4333 5.0328
C -1.9705 1.8842 6.4651
O -1.2804 0.8249 7.1024
C -1.0874 -0.2830 6.2245
H -0.0951 0.8443 4.6623
H -1.2855 -0.4369 4.1341
H -3.0337 0.9792 4.9727
H -1.8827 2.2777 4.3627
H -2.9616 2.1233 6.8505
H -1.3784 2.7969 6.5328
H -1.9354 -0.9570 6.3454
H -0.1775 -0.8380 6.4529
C -2.6900 1.6715 -5.8309
C -1.7444 2.7789 -6.3723
C -1.6242 3.7780 -5.1998
O -2.4506 3.2178 -4.1714
C -3.4014 2.3150 -4.6538
H -2.0707 0.8369 -5.5021
H -3.3789 1.2914 -6.5853
H -2.2449 3.2990 -7.1891
H -0.7575 2.4944 -6.7372
H -1.9249 4.7885 -5.4765
H -0.6393 3.7502 -4.7337
H -4.2991 2.8263 -5.0014
H -3.8070 1.5882 -3.9500
C -2.9879 9.0705 -4.3760
C -3.4509 8.4470 -3.0639
C -2.1391 7.9839 -2.4270
O -1.0943 8.5190 -3.1867
C -1.5838 9.5629 -4.0187
H -3.6040 9.9383 -4.6114
H -2.8957 8.3743 -5.2096
H -4.1552 7.6540 -3.3156
H -3.9940 9.1391 -2.4204
H -1.9489 6.9108 -2.4046
H -1.9434 8.4560 -1.4643
H -0.9555 9.6366 -4.9063
H -1.5829 10.5201 -3.4973
```

Atomic partial charges in e from the Löwdin method, atoms 1 to 99: -0.15 -0.17 -0.23 -0.13 -0.24 0.11 0.11 0.11 0.11 0.12 0.12 0.11 0.12 -0.19 -0.19 -0.24 -0.13 -0.19 0.11 0.12 0.12 0.11 0.13 0.12 0.12 0.11 -0.17 -0.18 -0.19 -0.15 -0.21 0.11 0.11 0.11 0.11 0.12 0.11 0.11 0.12 -0.17 -0.16 -0.18 -0.17 -0.19 0.11 0.11 0.10 0.10 0.11 0.11 0.11 0.12 -0.18 -0.17 -0.17 -0.15 -0.20 0.11 0.10 0.11 0.11 0.11 0.11 0.12 0.11 -0.15 -0.18 -0.23 -0.14 -0.20 0.11 0.10 0.11 0.11 0.12 0.12 0.12 0.11 -0.16 -0.15 -0.20 -0.14 -0.26 0.11 0.11 0.11 0.11 0.11 0.12 0.11 0.12 -0.16 -0.14 -0.17 -0.15 -0.24 0.10 0.11 0.10